1.
21
Properties=species:S:1:pos:R:3:forces:R:3 method="wB97M-V/def2-TZVPD" gap_ev=10.0831 total_charge=+1 lumo_ev=-3.00 de_lowest_kcal_mol=31.9
C -0.507 -1.984 -1.723 -0.02 -0.35 0.47
C 0.413 -1.507 -2.540 -0.11 -0.07 0.02
N -0.363 -2.084 -0.302 0.05 0.33 0.23
H -1.486 -2.311 -2.035 0.01 -0.30 -0.35
H 0.286 -1.622 -3.607 -0.06 0.48 -0.01
H 1.319 -1.073 -2.143 0.29 -0.21 -0.16
H 0.604 -2.078 0.005 0.08 -0.02 -0.21
H -0.984 -0.580 0.159 0.24 0.37 -0.01
H -0.778 -2.933 0.060 -0.15 0.03 -0.03
C 0.554 1.164 1.641 -0.27 0.23 -0.41
C -0.209 1.444 0.354 -0.62 0.06 -0.10
N -1.324 0.451 0.226 -0.39 -1.12 0.05
N 1.579 2.172 1.821 0.06 -0.08 0.39
H -0.181 1.109 2.456 0.04 -0.09 0.10
H 1.019 0.188 1.530 0.18 -0.15 0.20
H -0.687 2.424 0.363 0.22 0.09 0.04
H 0.384 1.353 -0.553 0.22 0.03 0.14
H -1.893 0.563 -0.613 0.09 0.37 0.01
H -1.959 0.443 1.027 0.07 0.38 -0.01
H 1.175 3.048 2.134 -0.06 0.03 -0.16
H 2.189 1.889 2.582 0.14 0.00 -0.19

=====

2.
70
Properties=species:S:1:pos:R:3:forces:R:3 method="wB97M-V/def2-TZVPD" gap_ev=7.8831 lumo_ev=-0.55 de_lowest_kcal_mol=0.0
C -7.788 -4.230 -1.285 -0.06 -0.03 0.05
O -6.577 -3.541 -1.451 0.23 0.12 -0.06
C -5.915 -3.284 -0.234 0.15 0.15 0.02
C -4.598 -2.581 -0.541 -0.23 -0.12 0.20
C -3.886 -2.156 0.743 -0.25 -0.29 -0.06
N -2.570 -1.627 0.487 0.07 0.13 -0.10
C -1.448 -2.158 1.023 -0.16 -0.58 0.35
O -1.395 -3.146 1.721 0.22 0.02 0.02
C -0.283 -1.272 0.583 0.77 0.24 -0.15
O 0.885 -1.465 0.837 -0.47 -0.29 0.15
C -0.881 -0.209 -0.215 -0.11 0.43 -0.50
C -0.221 0.764 -0.881 -0.09 -0.51 0.32
O -0.893 1.572 -1.727 -0.01 -0.10 -0.02
C 1.232 0.965 -0.741 0.21 0.26 -0.09
C 1.790 1.182 0.517 0.04 0.07 -0.21
C 3.158 1.334 0.643 -0.08 0.08 0.16
C 3.957 1.264 -0.483 0.64 -0.07 0.03
S 5.742 1.235 -0.286 0.08 0.03 -0.06
O 6.343 1.554 -1.547 -0.26 -0.23 -0.10
O 6.095 2.005 0.868 -0.28 -0.19 0.17
N 6.068 -0.355 0.043 0.04 1.00 -0.17
C 5.629 -0.846 1.330 0.04 -0.05 0.75
C 6.395 -2.122 1.671 -0.26 0.00 -0.15
C 6.181 -3.159 0.571 0.28 0.05 0.01
C 6.612 -2.574 -0.771 -0.28 0.05 0.09
C 5.842 -1.283 -1.041 0.15 -0.32 -0.68
C 3.416 1.075 -1.739 0.09 0.05 -0.18
C 2.045 0.944 -1.873 -0.09 -0.04 0.15
C -2.374 -0.412 -0.276 0.06 0.42 -0.21
C -3.112 0.760 0.330 -0.15 0.01 0.03
C -2.910 1.088 1.661 -0.09 -0.01 -0.21
C -3.578 2.160 2.226 -0.16 0.19 -0.07
C -4.450 2.919 1.464 0.00 -0.15 -0.37
O -5.100 3.970 2.020 -0.07 0.08 0.01
C -4.654 2.591 0.111 -0.10 0.19 0.19
O -5.539 3.410 -0.549 0.27 -0.08 0.58
C -5.801 3.149 -1.906 -0.09 -0.01 -0.28
C -3.988 1.513 -0.443 -0.04 0.04 0.05
H -8.493 -3.654 -0.671 0.00 -0.03 -0.03
H -7.629 -5.207 -0.812 -0.03 0.01 -0.02
H -8.205 -4.371 -2.279 -0.08 -0.05 0.05
H -6.544 -2.648 0.410 0.04 -0.08 -0.02
H -5.728 -4.227 0.303 -0.02 0.07 -0.01
H -4.817 -1.710 -1.160 0.01 0.04 -0.08
H -3.961 -3.256 -1.113 0.05 0.01 -0.04
H -4.484 -1.402 1.269 0.06 -0.07 0.02
H -3.743 -3.018 1.399 -0.03 0.13 0.00
H -0.292 2.222 -2.116 0.00 -0.05 0.15
H 1.150 1.224 1.383 -0.05 -0.03 0.09
H 3.619 1.513 1.601 -0.02 0.02 0.16
H 4.548 -1.057 1.319 0.03 0.01 0.02
H 5.836 -0.058 2.054 -0.10 -0.15 0.10
H 7.457 -1.888 1.751 0.05 0.02 0.07
H 6.049 -2.504 2.631 0.03 0.04 0.04
H 5.124 -3.431 0.529 -0.05 -0.08 0.01
H 6.755 -4.062 0.789 -0.07 -0.05 0.00
H 7.679 -2.349 -0.746 0.07 0.00 -0.07
H 6.424 -3.283 -1.579 0.03 0.03 -0.04
H 4.768 -1.508 -1.143 0.05 0.01 -0.01
H 6.195 -0.797 -1.951 -0.09 -0.18 -0.05
H 4.075 1.042 -2.591 0.02 -0.02 -0.15
H 1.609 0.777 -2.848 -0.02 -0.03 -0.08
H -2.705 -0.554 -1.313 -0.01 0.02 0.09
H -2.232 0.499 2.262 0.08 -0.07 0.11
H -3.434 2.426 3.261 0.01 0.05 0.15
H -5.658 4.372 1.340 0.04 -0.04 0.02
H -4.891 3.227 -2.509 -0.03 -0.02 0.02
H -6.511 3.913 -2.221 0.05 -0.08 -0.04
H -6.248 2.160 -2.043 0.03 0.03 0.01
H -4.130 1.252 -1.479 -0.04 -0.02 -0.15

=====

3.
43
Properties=species:S:1:pos:R:3:forces:R:3 method="wB97M-V/def2-TZVPD" gap_ev="7.3909 / 8.1376" total_charge=-1 spin_multiplicity=2 lumo_ev="0.39 / 1.14"
Fe -0.835 -0.031 -0.721 2.00 -0.14 -0.56
O 0.132 1.783 -3.469 0.05 -0.07 0.16
As -0.084 0.045 -3.696 -0.36 0.87 -0.55
O -0.504 -0.218 -5.238 0.04 -0.21 0.22
O -1.254 -0.252 -2.453 0.09 0.07 0.27
C 1.628 -0.668 -3.223 -0.40 0.09 0.94
C 2.541 -0.804 -4.164 0.46 0.04 -0.27
C 3.917 -1.184 -3.821 -0.13 0.18 -0.65
C 4.255 -1.491 -2.584 0.08 -0.12 0.49
C 3.259 -1.623 -1.480 0.08 0.48 0.00
C 1.846 -1.030 -1.781 -0.77 -0.68 0.18
S 0.592 -2.489 -1.507 -0.27 0.10 -0.18
O 1.235 -3.614 -0.884 0.05 0.29 0.14
O -0.001 -2.738 -2.801 0.20 0.04 0.20
O -0.407 -1.838 -0.557 0.02 -0.72 0.08
H -0.238 2.054 -2.611 0.01 -0.08 -0.06
H 2.268 -0.554 -5.181 0.13 -0.06 -0.10
H 4.675 -1.146 -4.595 -0.09 -0.01 0.00
H 5.282 -1.699 -2.306 -0.06 -0.03 0.00
H 3.126 -2.670 -1.226 -0.04 -0.16 0.07
F -1.149 1.711 -0.737 -0.15 0.34 0.00
Te 2.036 0.483 1.017 0.59 0.52 0.23
F 3.450 0.111 2.215 0.17 0.05 0.20
F 1.818 -1.374 1.195 0.11 -0.17 -0.12
F 3.429 1.477 0.137 0.21 -0.08 -0.40
F 3.816 -1.025 -0.341 -0.08 0.05 -0.11
O 1.407 0.038 -0.952 -0.80 -0.34 -0.26
O 0.616 0.485 3.114 -0.37 0.02 0.33
C -0.428 0.467 2.446 0.20 -0.05 -0.26
O -0.368 0.133 1.209 -1.06 -0.18 0.03
C -1.729 0.874 3.066 0.03 -0.11 -0.31
C -1.752 1.167 4.417 0.05 0.04 0.34
C -2.933 1.551 5.029 -0.02 0.01 0.13
C -4.100 1.652 4.291 -0.20 0.10 0.21
C -4.060 1.362 2.944 0.11 -0.04 -0.13
C -2.893 0.971 2.318 -0.07 -0.01 -0.16
N -5.306 1.475 2.150 0.34 -0.05 0.33
O -5.269 1.156 0.991 0.18 -0.20 -0.62
O -6.296 1.876 2.719 -0.38 0.21 0.36
H -0.830 1.086 4.979 -0.04 0.00 -0.04
H -2.951 1.772 6.088 0.01 0.01 -0.01
H -5.037 1.950 4.739 0.03 0.00 0.02
H -2.906 0.768 1.262 0.05 -0.01 -0.16

=====

4.
15
Properties=species:S:1:pos:R:3:forces:R:3 method="wB97M-V/def2-TZVPD" gap_ev=9.0168 lumo_ev=-0.61 de_lowest_kcal_mol=116.6
H -2.004 -1.906 1.621 -0.13 0.02 0.01
N -1.334 -2.524 1.168 0.07 1.50 2.18
C -0.184 -1.971 0.940 -3.71 -0.65 -3.26
O 0.500 -2.776 0.165 -0.74 -3.09 -0.81
C -0.089 -0.540 0.518 -0.09 0.62 1.08
N -0.840 0.401 0.945 0.39 -0.56 0.81
O -0.379 1.541 0.303 -0.34 0.47 -0.29
C 0.595 1.184 -0.583 0.01 0.56 -0.49
N 1.229 1.903 -1.377 -0.03 -0.48 0.22
C 0.943 3.326 -1.413 -0.13 0.30 0.08
O 0.735 -0.171 -0.474 0.87 -0.52 0.11
H -0.412 -3.522 0.104 3.79 2.10 0.35
H 1.548 3.796 -2.196 -0.15 -0.17 0.21
H -0.119 3.519 -1.630 0.26 -0.02 0.06
H 1.186 3.805 -0.451 -0.07 -0.09 -0.25

=====

| no. | DFT total energy (eV) | strongest force on any atom (eV Å⁻¹) |
| --- | --- | --- |
| 1 | -8838.639 | 1.19 |
| 2 | -58713.136 | 1.01 |
| 3 | -164580.886 | 2.08 |
| 4 | -14837.734 | 4.98 |